(1)
71
Properties=species:S:1:pos:R:3:lowdin_charge:R:1 method="wB97M-V/def2-TZVPD" homo_ev=-20.511 relative_energy_kj_mol=705.38 orbital_gap_ev=2.844 lumo_ev=-17.7 total_charge=+4
H 1.38040 -4.41632 2.63388 0.118
H -4.50020 0.49903 1.51059 0.146
H -0.77127 -0.76847 -1.29503 0.030
H 3.00599 1.83061 3.08823 0.021
O 2.43519 -1.95056 2.18567 -0.058
C -2.80257 1.92651 1.81629 -0.275
O 0.89099 4.35855 0.46307 -0.070
H -1.42752 3.42255 -0.35117 0.113
H 0.35541 -3.51052 4.70836 0.115
C -0.64837 -4.65641 0.28554 -0.032
C -2.54365 -1.17390 -2.05397 -0.171
C -0.13677 5.04239 -0.19957 -0.183
C 3.00518 -3.02703 2.92434 -0.143
C 1.74203 -0.01324 -3.58374 -0.186
H -2.35369 -3.57602 1.09542 0.136
H 0.91266 1.54183 -4.07932 0.133
H 0.09262 0.91294 -0.87334 -0.036
O -1.37311 -1.51602 -1.31875 -0.060
H 0.34066 -5.01823 0.56662 0.088
In 0.14385 -0.13469 3.30821 1.510
H 2.93772 -1.70248 1.40623 0.116
In 2.57619 2.55692 -1.06051 1.606
H -0.84546 -2.04194 0.58326 0.039
H 1.47447 0.22592 -0.07681 0.000
H 0.92806 4.88680 1.26381 0.132
O 3.90240 1.16719 -3.57791 -0.062
O -0.61020 -2.45467 1.41747 -0.062
H 1.89159 2.44617 1.91886 -0.036
B 0.50455 0.66707 0.09315 -0.494
H 1.01285 -0.42820 -4.27959 0.152
H -2.22894 3.10277 3.10354 0.127
H 2.90808 0.52854 -5.39687 0.151
H -4.21778 0.94611 3.20772 0.146
H -0.64866 -4.28152 -0.73796 0.084
H 4.77125 0.83351 -3.81320 0.117
H -1.51155 -1.13440 -4.04107 0.134
C -1.29610 -3.74309 1.29963 -0.216
H 2.44295 -4.62626 4.09593 0.151
C -3.74187 0.78063 2.24116 -0.165
C -0.99625 4.10141 -1.08686 -0.172
H 0.14976 5.98058 -0.67475 0.154
H -0.11357 -0.12932 0.47778 -0.003
H 2.31862 0.69674 1.90369 -0.030
H 3.71222 -2.54929 3.60255 0.158
H -1.22860 -4.35208 2.20111 0.126
C 3.03777 0.24853 -4.35147 -0.133
H -0.85368 5.44257 0.51737 0.149
O -1.95011 2.23534 2.80120 -0.064
O 1.20117 1.21456 -3.22419 -0.069
H 3.55741 -0.69748 -4.50365 0.145
H -3.42550 2.81754 1.89466 0.144
O -1.67706 0.67396 -3.34693 -0.044
H 3.48714 1.83822 1.39207 -0.003
H 1.90166 -0.69391 -2.74749 0.144
H -2.41931 1.86476 0.79776 0.114
H -3.33131 -1.19832 2.30777 0.110
H -3.06495 -0.82407 -4.12604 0.150
H -1.37087 -5.46870 0.20625 0.113
O 0.88641 -3.00112 4.09180 -0.102
C -2.25618 -0.63696 -3.41964 -0.195
H -0.80425 2.96161 -2.68215 0.095
H 0.45351 1.56318 0.69199 -0.039
H -3.08805 -0.41707 -1.48923 0.135
C 1.85774 -3.93619 3.48812 -0.092
H -3.10947 -2.08225 -2.26095 0.146
H -2.22248 1.10453 -4.00929 0.110
H 3.60220 -3.69905 2.30784 0.143
B 2.66109 1.70576 2.07349 -0.320
O -0.25322 3.41466 -2.03972 -0.046
H -1.74921 4.65841 -1.64446 0.160
O -2.90982 -0.33827 2.37299 -0.101

(2)
93
Properties=species:S:1:pos:R:3:lowdin_charge:R:1 method="wB97M-V/def2-TZVPD" homo_ev=-10.026 orbital_gap_ev=3.973 lumo_ev=-6.1 total_charge=+1
H 3.46660 4.22021 -3.08705 0.119
N 3.58090 2.22390 -2.39572 0.165
N 1.83629 -0.50519 -4.18725 0.174
O 2.75408 0.44759 1.80657 0.051
C -0.27901 -0.46223 4.03794 -0.771
N -2.33933 2.37148 -2.82000 0.181
N -1.83763 -4.39028 1.27691 0.168
C 0.57345 -0.02615 -4.17229 -0.674
O -0.70490 -2.29290 -1.70378 -0.013
N 4.61835 0.80225 0.71155 0.215
H -2.43678 1.36647 -2.79622 0.073
H -1.53694 -0.22044 5.45256 0.112
H -2.19379 4.77630 -2.94546 0.115
C 2.04820 -3.63526 2.60267 -0.818
O 2.49335 -2.01622 -0.36940 0.055
N 0.67727 -0.08364 4.85141 0.180
H -5.01071 -1.66333 -1.05878 0.112
H -4.48114 2.66692 0.84394 0.119
H -4.81606 -1.44476 -2.74962 0.115
H 2.46584 -0.65153 -3.41113 0.068
H -1.54556 4.87932 -1.34722 0.112
C -3.45189 -0.64110 -1.66293 -0.764
H 5.05835 2.43121 2.26689 0.113
C 2.52251 2.88468 -1.95372 -0.744
H 0.53905 2.74077 3.94421 0.109
N -3.50349 2.52485 1.05396 0.191
H -2.66074 2.87846 -3.63225 0.113
H 3.59466 1.23141 -2.20897 0.066
H 1.65450 5.38222 2.21268 0.119
H -1.09166 -4.43479 0.59746 0.105
N -1.55139 -4.11040 -2.72731 0.158
H 0.28201 -3.55970 1.73185 0.093
O 0.01186 0.21855 -3.12086 0.003
H -2.37932 -5.18463 1.58621 0.109
O 1.55003 2.40012 -1.43600 0.032
N 0.57976 -3.53040 -3.06231 0.187
H -1.01834 -0.01301 -5.33983 0.106
O 4.58053 -2.32870 -0.88382 0.155
H -5.22495 1.94535 2.42718 0.117
C -3.30124 1.60737 1.93504 -0.712
C 3.50438 -1.71385 -1.01788 -0.995
H 5.36394 1.45304 0.91322 0.111
H 1.65176 -0.12703 4.58955 0.118
H 2.09584 -0.79950 -5.11790 0.097
O -0.05746 -0.61382 2.86358 -0.005
N 2.67458 4.04572 -2.48512 0.162
N 1.22654 4.62495 1.69936 0.171
C -0.56662 -3.19664 -2.50474 -0.705
N -3.27944 -3.08550 2.45324 0.187
H 3.62215 2.08521 3.26758 0.121
C -2.36804 -3.17796 1.53482 -0.676
H 1.18376 4.67648 0.69158 0.110
H 1.19280 4.30468 4.03507 0.118
N -3.87482 -1.08041 -2.78738 0.181
H -3.44822 -2.15930 2.81898 0.104
H -4.35099 0.59442 3.19336 0.112
C -1.73831 3.01875 -1.87111 -0.729
O 3.42695 -0.68035 -1.66291 0.019
H -2.21264 -1.11154 4.09845 0.088
N 0.88784 3.54532 3.44307 0.166
H 1.79828 -3.40290 0.76230 0.083
N 4.14946 2.01432 2.40908 0.179
N -4.30299 -1.00877 -0.75746 0.187
H 0.73806 -4.33391 -3.65342 0.118
H -1.48539 -4.88677 -3.36997 0.101
O -1.89154 -2.17335 0.90797 -0.048
H 3.97439 -3.14815 2.78075 0.126
H 0.55089 0.05548 5.84376 0.108
N -4.38208 1.42118 2.61405 0.157
H -3.31075 -0.99657 -3.62098 0.129
H 1.30530 -2.92163 -2.71146 0.100
N -0.02359 -0.18455 -5.37393 0.160
H -2.74034 2.52421 0.39236 0.082
H -4.00052 -0.89098 0.19896 0.105
C 0.79688 3.48321 2.15323 -0.726
In 0.42006 -0.00118 -0.06302 1.416
O 0.57670 2.43138 1.52372 -0.021
O 1.87589 -3.92833 3.77829 0.019
C 3.73858 1.05717 1.63983 -0.818
N 3.26375 -3.52106 2.16754 0.167
H 0.52713 -0.48619 -6.16502 0.104
O -2.33616 0.75681 1.93575 -0.029
O -1.19631 2.42669 -0.94154 -0.023
H -3.82481 -3.92948 2.55500 0.120
N -1.41526 -0.74263 4.59664 0.192
H 1.96758 4.74276 -2.29968 0.120
H 4.45998 0.06028 0.04485 0.090
N 1.28563 -3.55856 1.61850 0.205
N -1.91984 4.30975 -2.09260 0.167
H 3.28916 -3.31117 1.17992 0.065
O -2.32841 -0.18577 -1.45456 -0.020
H -2.44338 -3.79413 -2.37458 0.098
H 4.42692 2.71543 -2.64621 0.113

(3)
78
Properties=species:S:1:pos:R:3:lowdin_charge:R:1 method="wB97M-V/def2-TZVPD" homo_ev=-8.261 relative_energy_kj_mol=813.22 smiles="NC(N)=O.NC(N)=O.NC(N)=O.NC(N)=O.NC(N)=O.NC(N)=O.CCO.CCO.CO.CO" orbital_gap_ev=8.037 lumo_ev=-0.2 total_charge=0
N 23.64823 8.01389 15.18640 0.111
H 29.54525 0.71621 15.91493 0.079
H 25.11732 6.22309 19.95420 0.048
H 29.01729 -1.67408 17.24277 0.077
H 24.50378 0.98505 17.25733 0.064
C 24.58394 7.12441 18.28942 -0.538
C 23.91798 4.99665 22.03415 -0.143
H 23.10303 4.32880 21.70143 0.084
O 21.32554 8.33082 14.72755 -0.122
O 25.85239 3.92834 17.07475 -0.117
C 24.13973 4.67111 13.77268 -0.554
H 28.24280 2.40539 18.65369 0.097
H 22.93423 6.18741 16.62543 0.070
O 25.06869 4.85988 21.24561 -0.121
C 27.58721 2.59836 17.77706 -0.058
H 26.92616 1.75925 17.64531 0.051
O 29.23939 -0.78723 14.53500 -0.077
H 23.90004 8.97184 14.82263 0.165
N 24.17194 8.27149 17.84689 0.174
H 22.23809 4.34205 13.09673 0.151
H 25.81339 -0.13861 16.85614 0.071
H 28.37630 7.02996 12.44981 0.143
C 28.14062 -1.48662 17.84171 -0.160
C 22.38232 7.61305 15.26052 -0.624
H 28.09702 4.67532 15.68146 0.114
H 24.42966 9.20368 18.24438 0.155
C 26.87250 3.87285 18.02363 -0.313
C 30.35412 1.25167 13.99060 -0.075
H 24.75186 2.76705 17.96192 0.098
O 24.32484 5.98323 17.52942 -0.137
C 23.89433 1.97441 19.57081 -0.546
H 23.47804 5.94630 21.82241 0.060
H 25.25819 4.62638 17.22663 -0.018
H 26.58439 5.12961 14.93946 0.047
N 24.51042 3.67838 13.02778 0.117
O 26.01826 0.55566 14.42363 -0.149
C 29.33221 0.58673 14.87850 -0.359
H 24.23087 2.37884 14.18808 0.052
N 27.62125 5.13070 14.86901 0.156
H 21.93345 1.20095 19.44905 0.129
H 22.75087 1.15537 20.91938 0.110
H 25.58331 3.45729 13.11044 0.197
H 23.40878 2.15215 15.71402 0.107
H 30.37350 2.27802 14.14180 0.041
H 28.31009 1.11506 14.75726 0.112
H 28.35748 -0.65622 18.48935 0.081
H 22.55454 5.55058 14.41584 0.054
C 28.43170 5.70868 14.01811 -0.620
H 27.46712 4.73125 17.91404 0.105
H 23.97623 3.29005 12.19893 0.174
H 21.26964 6.24860 16.07116 0.146
N 25.01957 7.07827 19.49568 0.213
N 24.13918 1.80718 15.05825 0.149
O 27.10654 -1.24610 16.96380 -0.142
O 24.97367 5.47555 14.58677 -0.143
N 22.78435 1.40074 19.95877 0.182
O 25.08009 2.12629 20.32813 -0.120
H 23.04442 2.60006 17.86403 0.123
H 26.90937 -2.16647 16.64191 0.140
N 27.82375 6.42284 13.11159 0.132
C 25.06195 0.92189 15.37971 -0.618
H 25.14663 3.95804 21.08997 -0.007
N 22.83803 4.77079 13.83134 0.180
H 28.30873 2.53552 16.93143 0.078
H 27.95962 -2.35193 18.50512 0.094
H 24.15316 4.86914 23.09762 0.090
N 25.01441 0.43041 16.55630 0.169
O 29.83912 5.64894 14.05428 -0.177
H 24.44967 7.34649 15.15922 0.110
H 28.47815 -1.11872 15.00348 0.038
H 29.97649 1.07969 12.96165 0.088
H 26.84720 6.46230 12.90057 0.082
N 22.24977 6.49853 15.91298 0.128
N 23.88577 2.28796 18.31221 0.137
H 31.30641 0.69620 14.12189 0.087
H 24.84277 7.83247 20.16345 0.143
H 23.85002 8.16348 16.85659 0.056
H 26.36938 3.88435 18.94732 0.079